Formula: C36H50ClNO8PTi
Source: the OMol25 dataset
Level of theory: ωB97M-V/def2-TZVPD

Summary:
* relative energy (zero: lowest compared OMol25 entry of this formula, charge and spin): 27.2 kcal/mol
* frontier orbital gap (spin up / spin down): 5.5935 / 5.6077 eV
* max |F|: 2.20 eV Å⁻¹
* spin multiplicity: 2
* E_tot: -100922.2391 eV
* net charge: +2

The geometry in XYZ format:
```
98
Properties=species:S:1:pos:R:3:lowdin_spin:R:1
Ti -0.014 1.739 1.455 0.91
O -3.381 1.745 -0.623 0.00
C -2.523 1.734 0.316 0.00
O -1.432 1.140 0.267 0.02
C -2.809 2.431 1.614 0.00
C -3.899 3.186 2.005 0.00
C -3.877 3.716 3.289 0.00
C -2.756 3.545 4.099 0.00
C -1.690 2.824 3.599 0.00
N -1.773 2.224 2.414 0.00
C -0.295 2.614 4.108 0.02
O 0.179 3.044 5.232 0.01
O 0.438 1.982 3.350 0.01
H -3.064 1.188 -1.384 0.00
H -4.730 3.352 1.333 0.00
H -4.724 4.283 3.653 0.00
H -2.731 3.985 5.089 0.00
H -0.449 3.547 5.775 0.00
C -4.799 -0.143 -3.642 0.00
C -3.380 -0.106 -4.209 0.00
C -3.219 -1.212 -5.262 0.00
C -2.272 -0.272 -3.182 0.00
C -1.030 0.304 -3.417 0.00
C 0.106 -0.052 -2.691 0.00
C 1.469 0.367 -3.235 0.00
C 1.633 1.880 -3.402 0.00
C 1.702 -0.315 -4.591 0.00
C -0.035 -0.935 -1.609 0.00
C -1.300 -1.448 -1.279 0.00
C -2.389 -1.137 -2.090 0.00
C -1.485 -2.427 -0.129 0.00
C -1.474 -3.872 -0.638 0.00
C -2.769 -2.168 0.664 0.00
C 1.195 -1.620 -1.076 0.00
C 1.607 -2.646 -1.943 0.00
C 2.713 -3.436 -1.714 0.00
C 3.465 -3.213 -0.571 0.00
C 3.076 -2.218 0.298 0.00
C 1.943 -1.409 0.092 0.00
P 1.702 -0.183 1.456 0.00
C 1.175 -1.184 2.985 0.00
C 1.494 -2.679 2.888 0.00
C 1.797 -0.651 4.286 0.00
C -0.370 -1.019 3.056 0.00
C 3.416 0.634 1.598 0.00
C 4.510 -0.211 2.307 0.00
C 3.270 1.961 2.358 0.00
C 3.875 0.968 0.169 0.00
H -5.511 0.115 -4.425 0.00
H -4.949 0.564 -2.823 0.00
H -5.062 -1.142 -3.287 0.00
H -3.228 0.855 -4.707 0.00
H -3.254 -2.195 -4.786 0.00
H -2.270 -1.120 -5.791 0.00
H -4.023 -1.160 -5.996 0.00
H -0.925 0.979 -4.261 0.00
H 2.237 0.014 -2.545 0.00
H 0.791 2.319 -3.941 0.00
H 2.535 2.093 -3.977 0.00
H 1.726 2.387 -2.445 0.00
H 1.089 0.154 -5.364 0.00
H 1.451 -1.375 -4.565 0.00
H 2.747 -0.219 -4.890 0.00
H -3.342 -1.619 -1.901 0.00
H -0.636 -2.305 0.549 0.00
H -2.277 -4.024 -1.363 0.00
H -1.623 -4.572 0.187 0.00
H -0.529 -4.117 -1.122 0.00
H -3.654 -2.462 0.098 0.00
H -2.879 -1.112 0.933 0.00
H -2.771 -2.755 1.584 0.00
H 1.015 -2.813 -2.835 0.00
H 2.985 -4.213 -2.416 0.00
H 4.343 -3.807 -0.355 0.00
H 3.689 -2.060 1.168 0.00
H 2.563 -2.881 2.874 0.00
H 1.048 -3.145 2.009 0.00
H 1.085 -3.168 3.776 0.00
H 2.874 -0.778 4.326 0.00
H 1.376 -1.224 5.115 0.00
H 1.573 0.397 4.463 0.00
H -0.858 -1.988 3.161 0.00
H -0.814 -0.567 2.157 0.00
H -0.661 -0.415 3.918 0.00
H 4.145 -1.095 2.820 0.00
H 5.016 0.399 3.056 0.00
H 5.265 -0.536 1.592 0.00
H 3.001 1.817 3.403 0.00
H 2.547 2.640 1.895 0.00
H 4.232 2.477 2.331 0.00
H 3.986 0.081 -0.450 0.00
H 4.853 1.450 0.238 0.00
H 3.197 1.659 -0.335 0.00
O -0.915 3.846 -0.717 0.00
Cl 0.358 3.798 -0.083 0.01
O 0.165 3.870 1.401 0.00
O 1.282 4.725 -0.567 0.00
O 0.911 2.392 -0.173 0.01
```